(1)
This record from the OMol25 dataset describes a molecular structure, C42H37IrN5O6S3. The level of theory is ωB97M-V/def2-TZVPD.

```
94
C42H37IrN5O6S3 | the OMol25 dataset | ωB97M-V/def2-TZVPD
Ir -0.56068 0.29925 -0.63500
C 8.03648 -1.02123 -11.10856
O 8.10196 -1.74220 -9.88728
C 7.16691 -1.48900 -8.95065
C 6.11940 -0.58320 -9.10353
C 5.21387 -0.40319 -8.07201
C 5.32858 -1.11241 -6.88073
C 6.38514 -2.01655 -6.74061
C 7.29247 -2.20555 -7.75802
C 4.33708 -0.89875 -5.83110
N 3.34252 -0.04030 -5.88905
C 2.67327 -0.17800 -4.70762
C 3.26663 -1.13777 -3.91167
N 4.32993 -1.59390 -4.64775
C 2.73249 -1.54355 -2.65554
C 3.17021 -2.61016 -1.85473
C 2.43117 -2.96526 -0.75426
C 1.30442 -2.21687 -0.40037
N 0.95071 -1.14215 -1.07578
C 1.60342 -0.83454 -2.21663
C 0.98472 0.17842 -3.02502
N -0.13855 0.76480 -2.52902
C -0.80140 1.62551 -3.28232
C -0.36792 1.97141 -4.56393
C 0.78041 1.42283 -5.07455
C 1.48388 0.49827 -4.29005
H 8.88678 -1.35261 -11.69629
H 8.11184 0.05444 -10.93519
H 7.11325 -1.24376 -11.64800
H 5.99957 -0.01961 -10.01676
H 4.39840 0.29768 -8.18491
H 6.52126 -2.58383 -5.82727
H 8.11285 -2.90263 -7.65763
H 4.98145 -2.31230 -4.38733
H 4.05206 -3.17648 -2.12581
H 2.70408 -3.81925 -0.15090
H 0.66923 -2.48732 0.42714
H -1.69738 2.05116 -2.86037
H -0.96021 2.67438 -5.13115
H 1.14727 1.66752 -6.06186
O -1.22488 0.95722 2.09895
S -2.33767 1.21489 3.06240
C -1.80799 0.51361 4.68188
C -0.58036 -0.37993 4.56953
C 0.72627 0.39557 4.40258
C 1.92919 -0.53346 4.29794
S 1.99844 -1.30609 2.62037
O 0.90175 -0.68591 1.82496
C 3.51057 -0.56101 2.00669
C 4.74334 -1.04346 2.42292
C 5.89818 -0.46583 1.91725
C 5.81056 0.57082 0.99543
C 4.56971 1.02662 0.57229
C 3.40677 0.46047 1.07755
C -3.63389 0.04251 2.68770
C -4.93870 0.36541 3.02827
C -5.95066 -0.54186 2.75168
C -5.64925 -1.74562 2.12855
C -4.33918 -2.04709 1.78117
C -3.31837 -1.15121 2.06230
H -2.66822 -0.03478 5.06376
H -1.62482 1.36685 5.33746
H -0.70881 -1.07016 3.73351
H -0.52514 -0.98035 5.48258
H 0.88078 1.05077 5.26467
H 0.66647 1.01968 3.51104
H 1.85128 -1.36440 5.00107
H 2.87363 -0.02020 4.47050
H 4.80378 -1.86390 3.12913
H 6.86634 -0.83067 2.23337
H 6.71384 1.01938 0.60340
H 4.50553 1.82384 -0.15800
H 2.42536 0.78581 0.75187
H -5.16351 1.31728 3.49490
H -6.97352 -0.30480 3.01150
H -6.44167 -2.44700 1.90343
H -4.10841 -2.98216 1.28745
H -2.29790 -1.36385 1.77317
O 0.68387 1.88133 -0.30877
N 0.09669 2.89720 0.37551
C 0.93664 3.70773 1.04373
C 0.46051 4.80065 1.71399
C -0.91331 5.04775 1.69364
C -1.75099 4.18992 1.02524
C -1.24548 3.07120 0.35336
S -2.23490 1.91489 -0.46389
H 1.97520 3.41850 0.98954
H 1.14802 5.44527 2.23984
H -1.31938 5.90278 2.21665
H -2.82093 4.34165 1.01061
O -2.69171 -0.77129 -2.32753
C -2.43372 -1.63235 -1.51337
O -1.54580 -1.50657 -0.55877
H -2.94362 -2.60835 -1.52830
```

Calculated values
* charge: +1
* LUMO: -2.84 eV
* HOMO energy: -9.891 eV
* HOMO-LUMO gap: 7.051 eV

Atom charges from the Löwdin analysis, given in e for atoms 1 to 8:
1 Ir 1.268
2 C -0.067
3 O -0.067
4 C -0.277
5 C -0.001
6 C -0.010
7 C -0.161
8 C -0.025



(2)
This record from the OMol25 dataset describes 3 unconnected molecules or ions with the total composition C6H15N2. The level of theory is ωB97M-V/def2-TZVPD.

```
23
C6H15N2 | the OMol25 dataset | ωB97M-V/def2-TZVPD
C 1.33768 0.49162 -0.09106
C 2.24538 -0.16484 0.86142
C 1.25686 1.98989 -0.30628
C -2.06128 0.47836 1.24171
C -2.25690 1.03787 -1.39347
C -2.21264 0.88396 -0.20127
N 0.63227 -0.23355 -0.90355
N -0.18374 -2.81061 -0.48130
H 2.72866 -1.05509 0.37232
H 3.03572 0.53512 1.24044
H 1.47329 -0.41126 1.65630
H 1.62859 2.28229 -1.31823
H 1.77024 2.68326 0.45037
H 0.14670 2.38341 -0.35948
H -3.04972 0.37867 1.63751
H -1.50470 -0.43153 1.37156
H -1.60356 1.28999 1.76451
H -2.23129 1.18804 -2.38847
H 0.37416 -1.32698 -0.76360
H 0.27374 -3.76734 -0.67283
H -0.46281 -2.57743 0.42107
H -1.16280 -2.95617 -0.78374
H -0.17384 0.11235 -1.35395
```

Calculated values
* charge: +1
* LUMO: -3.71 eV
* HOMO energy: -13.875 eV
* HOMO-LUMO gap: 10.169 eV

Atom charges from the Löwdin analysis, given in e for atoms 1 to 8:
1 C -0.351
2 C -0.003
3 C -0.014
4 C -0.066
5 C 0.103
6 C -0.161
7 N 0.193
8 N 0.036



(3)
This record from the OMol25 dataset describes C22H26N2O7 in the gas phase. The level of theory is ωB97M-V/def2-TZVPD.

```
57
C22H26N2O7 | the OMol25 dataset | ωB97M-V/def2-TZVPD
C 4.62143 -1.04887 -2.08059
C 3.86553 0.13152 -2.67170
O 3.01840 0.79948 -1.73163
C 1.86358 0.21260 -1.41740
O 1.53659 -0.88458 -1.82298
C 0.98512 1.06567 -0.60714
C -0.35090 1.23323 -0.89559
C -1.17183 0.70025 -2.01160
N -0.85549 2.13330 -0.00608
C 0.10494 2.55269 0.85332
C -0.19261 3.50236 1.95050
C 1.28738 1.91181 0.51253
C 2.52599 2.06705 1.25666
O 2.78170 3.04851 1.92289
C 3.51681 0.91238 1.20170
O 2.82017 -0.31636 1.04782
C 3.53585 -1.43622 1.12061
O 4.73247 -1.47338 1.22957
C 2.63478 -2.66407 1.05583
N 1.26488 -2.35422 0.74143
C 0.45879 -1.88104 1.73369
O 0.78688 -1.88571 2.90423
C -0.88026 -1.41550 1.28270
C -1.49142 -0.37620 1.98037
C -2.74100 0.07132 1.61618
C -3.42870 -0.53427 0.56098
O -4.64845 -0.00821 0.27098
C -5.44887 -0.62754 -0.71869
C -6.77715 0.11041 -0.76818
C -2.83373 -1.59451 -0.11746
C -1.56506 -2.01883 0.23714
H 5.19386 -0.75272 -1.20527
H 5.30485 -1.44166 -2.82836
H 3.92636 -1.83473 -1.79655
H 3.24836 -0.20804 -3.51101
H 4.55440 0.90801 -3.01097
H -1.24388 1.43485 -2.81563
H -0.71612 -0.20277 -2.40532
H -2.17666 0.47010 -1.66545
H -1.82313 2.41368 0.03297
H 0.64856 3.54266 2.63596
H -0.34881 4.50525 1.55235
H -1.09215 3.20087 2.48573
H 4.20369 1.06726 0.36045
H 4.10817 0.89701 2.12366
H 2.65543 -3.11859 2.05321
H 3.04488 -3.37439 0.33492
H 1.07572 -2.06309 -0.21013
H -0.96397 0.07069 2.80904
H -3.22495 0.87879 2.14407
H -4.94927 -0.57448 -1.69682
H -5.61051 -1.68336 -0.46419
H -7.42180 -0.34095 -1.51667
H -6.61514 1.15501 -1.01984
H -7.26506 0.05963 0.20111
H -3.34739 -2.09528 -0.92317
H -1.12128 -2.84686 -0.29415
```

Calculated values
* LUMO: 0.51 eV
* HOMO energy: -8.432 eV
* structure (SMILES): CCOC(=O)c1c(C)[nH]c(C)c1C(=O)COC(=O)CNC(=O)c1ccc(OCC)cc1
* HOMO-LUMO gap: 8.942 eV

Atom charges from the Löwdin analysis, given in e for atoms 1 to 8:
1 C -0.050
2 C -0.191
3 O 0.012
4 C -0.441
5 O 0.086
6 C -0.035
7 C -0.226
8 C 0.008



In order of appearance, relative energy (zero: lowest compared OMol25 entry of this formula, charge and spin) = 46.9 76.4 0.0 kcal/mol.
In order of appearance, E_tot = -3646.6282 -346.7908 -1490.2007 Ha.